69
Properties=species:S:1:pos:R:3:forces:R:3:lowdin_charge:R:1 method="wB97M-V/def2-TZVPD" e_above_lowest_kcal_mol=0.0 spin_multiplicity=2 e_homo_ev="-7.5 / -7.5" max_force_ev_per_a=1.39
C -0.54311 -2.44942 -0.75576 0.039 -0.051 -0.183 -0.6323
C -0.51037 -4.29327 -3.48921 0.133 -0.252 -0.040 -0.2305
O -0.25451 -2.09851 0.44308 0.001 -0.236 0.138 -0.1039
C -1.26915 2.26374 2.89356 0.019 -0.027 -0.069 0.0074
C -2.44055 1.30105 -0.37505 -0.566 -0.458 0.223 -0.1540
C -1.79373 3.05594 3.89312 0.002 0.007 -0.103 -0.0675
C 1.07804 2.27825 -0.24972 -0.742 0.302 -0.101 -0.4121
C -4.39605 -0.44054 0.36192 -0.154 0.265 -0.135 -0.0347
Co -0.15738 -0.16352 0.11964 -0.044 -1.018 0.381 0.5046
H -0.20633 -0.89884 -7.44042 0.015 -0.035 0.005 0.1036
S 0.38457 -0.74738 4.74353 -0.021 0.068 -0.041 1.0756
C -0.93858 -3.90361 -0.99249 0.213 0.137 -0.109 -0.0445
C 0.18402 -4.97827 -4.49095 -0.077 0.102 0.029 -0.0618
C -3.00781 -2.78579 -5.62608 0.169 0.072 -0.013 -0.5873
O 1.28405 3.47143 -0.28702 0.228 -0.103 0.028 0.1073
H -5.13901 -1.16220 0.67056 0.016 -0.006 0.012 0.1089
H 1.73287 -6.36268 -4.97339 -0.013 -0.002 0.002 0.1029
H -2.73583 -1.73600 0.78443 0.096 0.045 0.002 0.1214
H -2.49037 -0.93234 -8.39071 0.010 -0.019 -0.009 0.1072
C -0.19860 -4.55446 -2.14275 -0.129 0.132 0.017 -0.1524
N -1.54255 -3.43479 -3.82938 0.081 0.113 -0.085 0.0594
H -1.34067 2.56121 1.85989 -0.005 0.027 -0.078 0.1014
C 1.20124 -5.85713 -4.17704 0.051 -0.021 -0.005 -0.0918
N -0.04611 0.15900 2.37358 0.135 -0.098 -0.130 0.0301
N -2.09124 0.08145 0.07209 -0.474 0.458 -0.001 0.0673
C -0.61587 1.07962 3.23928 -0.021 0.055 0.519 -0.2775
C -3.29262 -2.12682 -6.80711 -0.056 0.001 -0.009 -0.1129
C -0.99883 -1.44278 -6.94523 0.066 0.022 -0.018 -0.1104
C -2.27847 -1.45772 -7.46947 -0.016 0.025 -0.023 -0.0842
H 5.52531 0.89754 0.03191 -0.001 0.009 -0.035 0.1119
H -0.74184 -4.45535 -0.07593 -0.037 -0.040 0.010 0.1153
H -3.96889 2.69329 -0.84600 0.005 -0.007 0.001 0.1252
H -0.08268 -4.79945 -5.52550 0.013 -0.038 0.011 0.1105
C -0.48847 0.74520 4.60010 0.049 -0.136 -0.260 -0.4673
C -4.76147 0.81880 -0.10382 0.001 -0.371 0.130 -0.0386
C 3.51249 1.63805 -0.05569 -0.236 0.183 -0.020 0.0188
H -2.09498 -3.06433 -3.07793 0.030 0.108 0.090 0.1119
C 2.71203 -0.96264 -0.01618 -0.140 -0.295 0.060 -0.0811
H 2.35256 -1.98473 -0.01483 -0.076 0.040 0.037 0.1204
H -2.29895 3.97421 3.62450 0.007 0.001 0.017 0.1085
H 0.97806 -1.64913 2.53359 -0.024 0.015 -0.042 0.0760
N 1.78196 -0.01078 -0.02877 0.387 0.320 -0.090 0.0644
H 4.78613 -1.48649 -0.00492 -0.040 -0.032 0.021 0.1089
N -0.12362 1.61540 -0.33306 -0.021 1.350 -0.351 0.0462
C -1.30657 2.23395 -0.65843 0.767 0.244 -0.099 -0.4348
C -1.72524 -2.79328 -5.05972 0.085 -0.057 0.051 -0.2863
C 2.17562 1.27566 -0.08653 0.544 -0.473 0.025 -0.1442
C 4.47346 0.64700 -0.00327 -0.025 -0.290 0.028 -0.0406
Cl -4.28097 -3.62123 -4.79780 -0.114 -0.005 -0.004 0.6991
H 3.76016 2.69005 -0.08499 -0.030 0.007 -0.011 0.1250
H 1.06020 -5.64852 -0.81471 -0.015 0.009 0.002 0.1101
C -1.01734 1.54335 5.60744 -0.028 0.043 0.072 -0.0907
C 0.82423 -5.44982 -1.85442 -0.014 -0.013 -0.071 -0.0496
Cl 0.87744 -1.97562 -5.11841 0.056 0.091 0.098 0.7635
O -0.53621 -1.62042 -1.67758 -0.074 -0.217 -0.171 0.0176
C 4.06452 -0.68208 -0.00660 0.200 0.292 -0.016 -0.0378
C 1.53606 -6.09538 -2.85306 0.051 -0.063 0.031 -0.1019
C -3.05559 -0.76485 0.42607 0.090 -0.292 0.086 -0.0787
H -4.29791 -2.14603 -7.20390 -0.006 -0.012 0.034 0.1039
O -1.48012 3.35280 -1.09039 -0.225 -0.051 0.058 0.1067
C -0.72177 -2.09073 -5.75176 -0.324 -0.136 0.056 -0.5783
H -2.02307 -3.92340 -1.14995 -0.009 -0.010 -0.020 0.1255
H 2.32600 -6.79076 -2.60136 -0.002 0.019 0.008 0.0957
H -0.91318 1.26094 6.64677 -0.013 0.038 0.002 0.1086
C -3.76568 1.69525 -0.48196 0.279 0.262 -0.118 0.0188
C 0.50139 -0.81113 3.02266 -0.101 0.016 0.135 -0.4357
H -5.80506 1.09838 -0.15567 0.007 0.039 -0.037 0.1120
C -1.67577 2.69921 5.23960 0.027 -0.046 0.074 -0.0831
H -2.09757 3.34084 6.00180 0.003 -0.008 0.003 0.1051

69
Properties=species:S:1:pos:R:3:forces:R:3:lowdin_charge:R:1 method="wB97M-V/def2-TZVPD" e_above_lowest_kcal_mol=0.0 spin_multiplicity=2 e_homo_ev="-11.4 / -11.4" total_charge=+1 max_force_ev_per_a=0.61
H 6.32271 -2.43961 -0.75619 -0.012 0.012 -0.002 0.1146
C 4.01262 -0.13479 -1.55290 -0.059 0.021 0.010 -0.4449
C 0.59040 1.81921 5.46644 -0.105 -0.022 -0.031 -0.0320
O -1.01845 0.83765 2.39738 0.136 -0.087 0.124 -0.1373
C -1.41605 -2.11297 -0.69586 -0.011 -0.039 0.100 -0.2611
C -3.30204 1.23480 0.23264 -0.027 -0.032 -0.023 -0.0837
C 4.49763 -2.07810 0.32373 -0.011 -0.002 0.024 -0.0533
H -1.27883 -4.62864 1.57363 0.004 0.009 -0.011 0.1285
H -0.30857 1.73377 6.06432 0.007 -0.005 -0.020 0.1256
H -5.80864 0.32093 -2.55406 0.012 0.001 0.009 0.1126
H -1.70227 1.88685 -2.66393 0.010 -0.011 0.001 0.1136
H -2.24682 -5.88751 -0.33498 0.003 0.019 0.001 0.1170
C -0.48943 -2.18203 1.69431 -0.052 -0.054 0.062 -0.4967
C -4.58307 1.77157 0.24809 0.007 -0.017 -0.003 -0.0546
C 3.08234 -0.36644 -0.53649 0.076 -0.007 0.011 -0.2730
H 3.77892 2.13897 3.31606 -0.011 -0.004 -0.001 0.1310
H 1.41615 -1.24904 -4.87827 -0.005 0.014 0.005 0.1137
C 0.38270 0.62942 -5.01686 -0.007 0.011 0.009 -0.0682
H -6.48218 1.86011 -0.73983 0.018 -0.008 -0.002 0.1128
O -0.61645 -2.58175 2.81213 0.015 0.036 0.052 0.1586
H 3.83366 2.67141 5.73466 -0.008 -0.004 -0.013 0.1204
C -5.48420 1.44122 -0.75054 -0.007 0.003 0.001 -0.0583
H -2.65637 -4.71932 -2.48308 0.010 0.012 0.013 0.1164
C 0.73657 -0.56016 -4.39282 -0.003 -0.008 0.001 -0.0768
C -0.49048 1.50832 -4.39009 -0.001 -0.011 -0.005 -0.0577
C -5.10671 0.57521 -1.77066 -0.009 0.000 -0.001 -0.0575
C -1.47531 -4.13821 0.62988 -0.038 -0.026 -0.029 0.0054
C 5.18908 -0.87418 -1.65266 0.036 0.000 -0.026 -0.0706
H -2.14829 -2.33546 -2.70278 0.000 -0.005 0.015 0.1034
H 4.70761 -2.84221 1.06042 -0.007 0.013 -0.010 0.1144
O 0.39627 -1.19632 1.40380 0.131 0.067 -0.374 -0.2546
P -1.23412 -0.30555 -0.82010 -0.069 -0.037 -0.169 1.0548
C -0.72958 1.13620 3.57078 -0.038 0.011 -0.119 -0.1026
Re 0.39044 0.60407 0.82716 -0.204 -0.262 0.512 1.5798
C 2.06924 1.30308 -1.62010 0.021 -0.055 -0.070 -0.4386
O 1.76803 1.32816 2.00793 0.038 0.037 -0.108 -0.2049
H -1.55813 1.12344 4.28389 -0.040 -0.016 -0.005 0.1561
O -0.56275 3.47108 1.63579 -0.007 0.019 0.001 0.0960
C 1.71055 1.62442 3.30725 -0.052 0.037 0.027 -0.2817
H 5.90013 -0.68460 -2.44595 -0.015 -0.003 0.017 0.1173
C 5.41827 -1.84824 -0.70654 0.012 -0.005 -0.015 -0.0622
C -0.67244 0.00012 -2.51847 0.014 0.002 0.013 -0.3670
C 0.21943 -0.87078 -3.14435 0.029 -0.009 0.010 -0.1021
O -1.19630 4.11284 -0.33074 -0.055 0.037 -0.030 0.1451
C -2.24395 -4.18167 -1.63910 -0.004 -0.011 0.004 -0.0429
H -3.54327 -0.61243 -2.60390 -0.002 0.006 0.005 0.1029
Cl 1.81976 2.59822 7.73021 0.008 0.005 0.008 0.7132
S 3.46963 1.16058 -2.56585 0.010 -0.006 -0.001 1.1476
C 3.33270 -1.34903 0.42430 -0.021 0.002 0.024 -0.0064
C 2.91363 2.34468 5.26790 0.080 0.006 -0.061 -0.0500
C -1.15850 -2.78890 0.50324 0.021 -0.006 0.019 -0.1275
H -2.61140 1.48454 1.02442 -0.025 -0.004 -0.004 0.0699
C -2.91857 0.36572 -0.78488 0.026 0.070 0.057 -0.3305
N -0.69549 3.36069 0.44370 0.025 -0.167 0.063 -0.4670
C -3.83004 0.04251 -1.79129 -0.014 0.011 -0.014 -0.0798
H 1.30800 2.03334 -1.84836 0.007 0.004 0.007 0.0836
C -1.02022 1.19595 -3.14516 -0.007 0.006 -0.013 -0.0894
C 1.76154 2.22666 6.04568 0.013 0.011 0.065 -0.6547
C 2.88701 2.04993 3.92116 0.080 0.034 0.038 0.0262
H -0.76958 2.43631 -4.87233 0.006 -0.014 0.003 0.1146
H 2.63546 -1.52979 1.22856 0.024 0.000 -0.021 0.0972
C -1.95581 -2.83165 -1.76032 -0.028 0.038 -0.048 -0.0795
H 0.51290 -1.79521 -2.65980 -0.015 0.005 0.000 0.1155
H 0.78485 0.86966 -5.99275 -0.005 -0.004 0.015 0.1126
C -2.01467 -4.83576 -0.43773 0.013 0.026 0.011 -0.0377
C 0.54463 1.51419 4.09277 -0.038 -0.009 -0.018 -0.1153
N 1.96512 0.47688 -0.61499 -0.092 0.029 0.107 -0.1069
H -4.87204 2.44854 1.04126 0.005 -0.004 -0.011 0.1135
O -0.15697 2.21906 -0.13879 0.213 0.343 -0.193 -0.3071

66
Properties=species:S:1:pos:R:3:forces:R:3:lowdin_charge:R:1 method="wB97M-V/def2-TZVPD" spin_multiplicity=1 e_homo_ev=-4.3 total_charge=-1 max_force_ev_per_a=8.16
H -1.00860 -1.16633 1.09501 0.410 -1.970 1.198 0.1096
H -3.94956 -0.68242 -4.79297 0.251 -0.219 -0.001 0.1182
H 1.86457 -4.42051 -6.11997 -0.298 0.166 0.008 0.1197
N -3.17081 -0.11392 2.59431 0.305 -0.792 -1.309 0.0758
C -1.38171 -2.80179 -4.06532 -0.238 0.040 0.491 -0.0894
F -4.05874 -1.35392 0.63755 1.409 0.240 2.679 -0.0914
C -0.22446 -3.47088 -4.69176 0.690 -0.801 1.093 -0.2793
H -2.76600 -3.44922 1.30726 0.460 1.819 1.749 0.1205
C 1.64116 4.18012 2.83790 -0.395 0.409 -0.327 -0.0826
H -2.88020 -2.45243 -1.02439 -0.009 0.080 -0.212 0.0860
C -1.99432 -1.82314 -6.27355 -1.016 0.789 -0.436 -0.2829
H -3.16541 0.60922 1.84136 0.132 -1.032 0.936 0.0861
C 0.13324 5.66706 1.66279 0.172 -0.274 0.152 -0.0551
H -0.14480 -0.80248 3.49764 0.220 -2.564 -0.728 0.0769
C 0.04332 -3.25043 -6.12691 0.379 -0.058 -0.621 -0.0843
C 1.17459 -3.82677 -6.71729 0.082 0.039 -0.359 0.0017
H -1.26096 -1.71122 -8.87409 0.065 -0.100 0.311 0.1187
Cl -0.01102 -3.40777 0.68963 -0.893 0.928 0.776 0.4818
C -3.52609 -1.49128 -2.84282 0.113 0.007 -0.372 -0.0370
O -4.77609 -2.44967 4.19503 0.284 2.684 -6.189 -0.1701
C -4.93122 -1.90712 2.96550 -5.739 -0.917 1.735 -0.3763
C 4.03558 3.70328 4.40891 0.402 -0.388 0.328 -0.0869
H 0.73580 -2.74410 -9.91330 -0.050 -0.014 0.187 0.1028
O -6.28107 -1.63617 2.37238 7.592 -1.229 2.716 -0.2914
H -2.49062 -3.19775 3.16599 0.027 1.563 -2.247 0.1268
C -0.58009 -2.30262 -8.26442 0.294 -0.143 -0.128 0.0003
C 2.46322 5.26177 3.15155 -0.405 0.362 -0.274 -0.0880
H -0.16038 3.53995 1.82135 0.258 0.098 0.169 0.1236
O 4.45909 5.99834 4.14511 -0.416 -0.541 -0.121 0.0905
C -2.69592 -2.31975 -2.08827 0.288 -0.194 -0.130 -0.0351
H -0.97738 -3.61652 -2.09976 -0.084 0.173 -0.253 0.0870
C -1.62416 -2.97519 -2.69620 -0.193 0.122 0.026 0.0073
C 0.54458 -2.88402 -8.85161 -0.258 0.112 0.246 -0.0689
H 2.30965 -4.08001 -8.53213 -0.157 0.064 0.095 0.1031
H 2.82716 0.51682 4.44390 0.058 0.316 -0.068 0.1209
C 3.18902 2.62991 4.13574 0.423 -0.405 0.393 -0.0826
C 3.70907 5.05626 3.91678 0.862 1.140 0.265 -0.2797
H -4.35574 -0.97281 -2.36707 0.165 -0.131 -0.036 0.1144
O 0.50839 -4.19550 -4.02839 -0.349 0.399 -0.522 0.0943
C 3.48914 1.35839 4.64172 0.270 -0.071 0.186 0.0116
C 0.94265 6.75233 1.99752 0.297 -0.184 0.196 -0.0604
C 5.19700 3.50375 5.16695 0.063 -0.299 0.125 0.0024
C -0.93646 -2.14857 1.72720 -0.785 0.836 1.906 -0.6430
H 1.01146 -2.31227 3.00495 -2.143 1.102 0.282 0.0593
H 2.73975 7.40260 2.98905 -0.034 -0.333 0.009 0.1195
H 0.66634 7.75592 1.68188 0.069 -0.182 0.061 0.1060
C 1.97794 2.82272 3.31343 -0.948 -1.186 -0.376 -0.2749
O 1.25821 1.87147 3.03533 0.470 0.606 0.193 0.0966
C 4.63969 1.16462 5.40918 -0.288 0.170 -0.235 -0.0568
C -3.59773 -1.46216 2.05965 -0.805 -0.854 0.690 -0.3420
C 2.11001 6.55130 2.73585 -0.278 0.085 -0.184 0.0021
C -2.22299 -1.98972 -4.82440 -0.320 0.198 0.343 -0.0957
C 1.42632 -3.63746 -8.07710 -0.174 0.009 0.353 -0.0678
H -2.27796 -0.14779 3.13264 -1.049 -0.022 -1.003 0.0637
C 0.47916 4.38154 2.08166 -0.077 0.273 -0.082 0.0117
C 5.49643 2.23485 5.66504 -0.182 0.295 -0.183 -0.0621
C -2.45286 -2.63286 2.11773 -0.348 -1.160 -0.975 -0.1479
C -3.29476 -1.32855 -4.21042 -0.042 -0.042 0.319 0.0040
H -0.77174 5.82244 1.07952 0.167 -0.060 0.118 0.1092
H -0.55316 -2.64722 4.00813 0.831 1.685 -1.983 0.0925
H 6.39652 2.08270 6.25674 -0.165 0.048 -0.112 0.1055
C -0.09769 -1.94508 3.15722 0.120 -0.273 -0.271 -0.1488
H 4.86808 0.17757 5.80547 -0.069 0.179 -0.094 0.1079
C -0.82499 -2.47677 -6.89607 0.426 -0.156 -0.560 -0.0845
O -2.75953 -1.14628 -6.94922 0.443 -0.344 0.199 0.0871
H 5.86801 4.33554 5.37490 -0.291 -0.094 -0.141 0.1195